#P
61
Properties=species:S:1:pos:R:3 method="wB97M-V/def2-TZVPD" homo_lumo_gap_ev="3.97 / 2.04" charge=+3 molar_mass_g_mol=483.4
Y 0.25380 -0.17167 2.02934
S 2.52342 0.51721 -4.01520
P -1.96790 -1.45321 2.94274
P 1.73256 1.28304 0.32954
P -1.54489 1.99667 1.88650
O 0.25442 0.17519 5.64399
C -0.00198 -1.75080 0.12842
C -2.57301 -1.19913 4.63048
C 1.41985 -1.45043 -7.38323
C 1.58213 -0.44672 -6.43018
C -1.58723 -3.24313 2.92629
C -0.77488 3.66467 1.88646
C 0.29547 0.10300 4.48516
C 1.99395 -2.71413 -7.18491
C -3.42867 -1.29710 1.86879
C 0.96056 -2.20697 0.99597
C 0.86686 1.92493 -1.12047
C 2.90481 -1.97070 -5.06569
C 2.73625 -2.97045 -6.02556
C -2.64189 2.07628 0.41622
C 2.31856 -0.70224 -5.25813
C -2.72324 2.18174 3.28074
C 3.02863 0.17608 -0.33250
C 2.66789 2.66360 1.08913
H 1.56418 2.30997 -1.86417
H 3.27974 3.17793 0.33216
H 0.15085 2.70361 -0.85987
H 1.82272 1.51729 -4.59315
H -0.13653 3.76539 2.77882
H 3.48105 -2.14165 -4.15263
H 3.18742 -3.94353 -5.85765
H -3.30174 3.11176 3.17159
H -2.45993 -3.78862 3.30642
H -0.71748 -3.44243 3.57593
H 2.03415 -1.93113 0.92150
H 1.97771 3.38524 1.56409
H 3.61685 -0.25049 0.49608
H 1.14720 0.54700 -6.55903
H 0.23013 -1.13526 -0.76517
H -3.89236 -0.30682 1.95112
H -3.57357 -1.62489 4.73052
H -1.54613 4.44864 1.92114
H 0.74695 -2.89658 1.83732
H -3.15485 -1.46762 0.81679
H -3.28738 2.96656 0.45274
H -0.14739 3.82687 0.99977
H -3.42517 1.33972 3.34741
H 1.86545 -3.49562 -7.92788
H 3.32841 2.26981 1.88602
H 3.70324 0.69164 -1.02128
H -1.05190 -2.08922 0.14829
H -2.59703 -0.11905 4.85223
H -2.16306 2.23439 4.22565
H -1.88090 -1.68990 5.33634
H -4.14094 -2.06819 2.18690
H 0.84519 -1.25326 -8.28324
H -1.34339 -3.58443 1.90583
H -2.04189 2.11730 -0.50194
H 0.29406 1.11831 -1.58611
H -3.27796 1.18377 0.36148
H 2.56888 -0.67228 -0.85789

#Q
61
Properties=species:S:1:pos:R:3 method="wB97M-V/def2-TZVPD" homo_lumo_gap_ev=3.17 charge=+3 molar_mass_g_mol=483.4
Y -1.21080 -0.47839 0.24179
S 2.36552 2.20155 -2.36160
P -0.52558 -3.10685 0.78739
P -0.26416 -0.69796 -2.38848
P -2.53238 -0.69516 2.79627
O -4.29111 -2.23071 0.37560
C -3.72870 -1.88710 3.46368
C 5.45913 4.72435 -1.69492
C 2.72460 4.89530 -2.27292
C 1.12508 -2.79464 1.54031
C 4.81498 5.96641 -1.65785
C -1.35230 -4.19675 1.98003
C 1.52450 -1.01961 -2.11157
C -3.30038 -1.60868 0.42158
C -0.67085 -1.91402 -3.70890
C -1.18656 -0.87048 4.01609
C 3.34017 3.63559 -2.11400
C -0.48656 0.91053 -3.22133
C -0.16023 -4.21757 -0.60336
C -3.32907 0.85317 3.33010
C -0.56648 1.88068 0.87577
C 3.45555 6.04937 -1.98932
C 4.73917 3.55309 -1.96595
C -1.81929 1.98398 0.27247
H 5.22341 2.59021 -2.11532
H -3.38612 0.81389 4.43483
H 1.00786 -2.22080 2.47205
H -1.09682 -4.45659 -1.12930
H -4.34002 0.93083 2.89332
H 6.53323 4.67983 -1.53057
H -1.53400 1.00600 -3.54015
H 0.54233 -3.76138 -1.31569
H -0.22097 1.74383 -2.55381
H -0.59774 -2.93739 -3.28187
H 5.35705 6.87582 -1.39828
H -0.83156 -5.16645 1.98691
H 2.10080 -0.94589 -3.03567
H -1.56452 -0.61822 5.02211
H 2.94177 7.00914 -2.04728
H -3.68723 -1.79975 4.55684
H -1.95249 2.11758 -0.81861
H -0.37517 -0.18244 3.74051
H 0.27225 -5.14889 -0.21216
H 0.36957 1.96315 0.29269
H -1.34621 -3.77840 2.99790
H -2.39320 -4.35025 1.65243
H 1.61430 -3.75260 1.76184
H 0.15206 0.96937 -4.10657
H 2.72693 1.34024 -1.29187
H -3.51196 -2.91873 3.17297
H 1.74846 -2.22180 0.83578
H 1.89717 -0.28840 -1.38952
H -2.75719 2.10218 0.83854
H 1.70016 4.92371 -2.64471
H 1.67089 -2.01798 -1.69152
H -2.75073 1.73026 2.99515
H -0.78793 -1.89579 3.99291
H -4.73642 -1.64807 3.10576
H -0.42346 1.91089 1.96582
H 0.01709 -1.83893 -4.57920
H -1.70582 -1.69429 -4.04711

Relative energy table, unit kJ/mol: #P 0.0; #Q 23.6

#P
19
Properties=species:S:1:pos:R:3 method="wB97M-V/def2-TZVPD" homo_lumo_gap_ev=10.31 charge=+1 molar_mass_g_mol=93.1
O 3.13176 -1.34929 0.66593
N -0.37629 0.99011 0.68254
N -2.21072 0.14066 -1.26140
C -0.68202 -0.47654 0.59961
C -1.22248 -0.79835 -0.84219
C 0.83448 1.44179 -0.07081
H -1.18399 1.52948 0.37623
H 0.20186 -1.06961 0.81318
H 1.16290 2.39594 0.32003
H -2.62397 0.71036 -0.53680
H -3.02137 -0.14184 -1.79456
H -0.20103 1.18291 1.66851
H -1.51836 -1.84998 -0.86903
H 1.58103 0.65934 0.06508
H 0.67778 1.40439 -1.15186
H 3.30022 -2.15524 0.18184
H -0.28822 -0.71483 -1.40428
H 3.89929 -1.19729 1.23416
H -1.46089 -0.70202 1.32382

#Q
19
Properties=species:S:1:pos:R:3 method="wB97M-V/def2-TZVPD" homo_lumo_gap_ev=10.27 charge=+1 molar_mass_g_mol=93.1
O 0.40868 -1.34948 -5.07679
N 0.22850 -1.55846 0.35530
N -0.47287 0.61660 1.96650
C 0.68134 0.70593 1.11909
C -1.50666 1.69945 1.71689
C 0.41535 -0.13787 -0.10895
H -2.44902 1.32786 2.04016
H -0.56788 -1.51646 1.01014
H 1.01954 -1.90840 0.89181
H -0.40206 0.26450 -0.69661
H -0.30934 0.85551 2.93660
H 1.58668 0.34898 1.61340
H 0.77813 -2.23971 -5.02821
H 0.86041 1.72737 0.76074
H 0.04708 -2.23969 -0.37943
H -1.62478 1.73174 0.62748
H 1.28881 -0.23301 -0.75509
H 1.15989 -0.75098 -5.06295
H -1.14180 2.65611 2.06990

#R
19
Properties=species:S:1:pos:R:3 method="wB97M-V/def2-TZVPD" homo_lumo_gap_ev=10.62 charge=+1 molar_mass_g_mol=93.1
O 1.27440 -2.97424 -1.03576
N -1.25826 1.22941 -0.92488
N 1.24235 0.18529 -0.51945
C 0.94807 0.62902 0.84659
C -1.65792 0.59242 0.37681
C -0.46982 0.30561 1.31334
H -2.27883 -0.28742 0.17285
H 2.03452 0.65105 -0.92300
H 0.84687 -3.85122 -1.21122
H 1.65157 0.21963 1.56300
H -2.29316 1.32535 0.85552
H 1.06234 1.70487 0.90576
H 2.18863 -3.22683 -0.94244
H -1.96513 1.00186 -1.65054
H 1.27229 -0.82002 -0.58030
H -0.27482 0.84409 -1.20428
H -1.23254 2.26364 -0.93026
H -0.48905 -0.72668 1.68868
H -0.60151 0.93418 2.19958

Relative energy table, unit kJ/mol: #P 61.6; #Q 84.7; #R 0.0

#P
20
Properties=species:S:1:pos:R:3 method="wB97M-V/def2-TZVPD" s_squared=0.75 homo_lumo_gap_ev="10.06 / 6.09" charge=+1 molar_mass_g_mol=107.2 multiplicity=2
O 0.82955 -2.03881 1.48637
O -0.28783 -2.27177 -1.12191
N -0.11880 0.70722 2.06053
C -1.18676 0.40300 1.13951
C 0.65730 1.15026 -2.20758
C -0.82620 0.57429 -0.26555
C 0.40118 1.05301 -0.76413
H -2.05987 1.04899 1.33786
H 0.11764 1.68843 2.00341
H 1.66614 -2.49389 1.33569
H 1.04471 -1.09781 1.58303
H -1.49784 0.12474 -0.98880
H -0.09118 0.60444 -2.78804
H 1.64092 0.78592 -2.51261
H -0.31680 0.46626 3.02336
H 0.60075 2.21252 -2.48943
H 0.09541 -1.98538 -0.26650
H -1.57951 -0.61808 1.24412
H 1.22019 1.21221 -0.07072
H -0.30898 -1.52554 -1.73862

#Q
20
Properties=species:S:1:pos:R:3 method="wB97M-V/def2-TZVPD" s_squared=0.75 homo_lumo_gap_ev="11.65 / 6.43" charge=+1 molar_mass_g_mol=107.2 multiplicity=2
O -0.13393 -2.13173 0.29064
O 3.28469 -1.32982 0.93032
N 0.89691 0.51908 -0.85290
C -0.59144 2.34477 -0.08150
C -1.09737 -1.45819 -0.51157
C -1.37989 -0.04858 0.00558
C -0.11816 0.85120 0.03989
H -0.67481 -1.42453 -1.51602
H -1.31482 2.41436 -0.89182
H 0.22076 0.79350 1.08192
H -1.05199 2.60470 0.86606
H 0.23281 3.01575 -0.31724
H -1.72626 -0.04526 1.03819
H -0.58704 -2.68821 0.92686
H -2.04050 -2.00455 -0.52686
H 2.66815 -0.68876 1.33737
H 1.76175 0.02485 -0.61775
H -2.23116 0.26200 -0.60985
H 2.71954 -2.13089 1.04483
H 1.16277 1.12029 -1.63614

#R
20
Properties=species:S:1:pos:R:3 method="wB97M-V/def2-TZVPD" s_squared=0.75 homo_lumo_gap_ev="7.85 / 4.24" charge=+1 molar_mass_g_mol=107.2 multiplicity=2
O 5.38593 0.77702 0.13046
O 1.87023 0.94394 1.17740
N -1.18465 1.33595 1.01469
C -1.34014 -0.83967 0.18700
C -1.60803 -0.72877 -1.19213
C -1.01348 -1.62953 -2.15830
C -1.89493 0.06654 1.22850
H -1.47388 2.06064 1.65997
H 4.60417 1.08946 0.59503
H 2.03846 0.48616 2.00763
H -2.36387 -0.04424 -1.57324
H -1.77491 -2.25802 -2.63315
H -2.98487 0.13175 1.13721
H -0.61618 -1.04304 -2.98911
H -1.61721 -0.28935 2.21421
H 0.91896 1.14446 1.19070
H -1.32362 1.68640 0.06976
H 5.25629 0.98827 -0.80036
H -0.25834 -2.30077 -1.77434
H -0.61990 -1.57720 0.50809

Relative energy table, unit kJ/mol: #P 17.2; #Q 0.0; #R 56.8

#P
20
Properties=species:S:1:pos:R:3 method="wB97M-V/def2-TZVPD" s_squared=0.75 homo_lumo_gap_ev="11.36 / 7.54" charge=+1 molar_mass_g_mol=107.2 multiplicity=2
O -2.19751 -1.35363 -0.59964
O -2.50661 1.67237 -0.91826
N 1.15500 -0.14577 0.12411
C -1.12589 -1.00665 0.21448
C 1.41430 -0.16087 1.52298
C 2.28446 0.42550 -0.65547
C -0.07818 -0.32875 -0.67021
H -0.65996 -1.91026 0.63204
H -3.05318 -1.28525 -0.15661
H -2.56613 1.87239 0.02187
H 0.51796 -0.16018 2.14717
H 2.00016 0.36121 -1.70446
H 3.13852 -0.23172 -0.54015
H -0.24260 0.66576 -1.09760
H 0.22205 -1.06861 -1.41500
H 2.00067 -1.05639 1.77975
H 2.42307 1.45376 -0.34206
H -1.37948 -0.34084 1.04018
H 2.03351 0.67302 1.85912
H -3.38017 1.92490 -1.24225

#Q
20
Properties=species:S:1:pos:R:3 method="wB97M-V/def2-TZVPD" s_squared=0.75 homo_lumo_gap_ev="11.80 / 6.51" charge=+1 molar_mass_g_mol=107.2 multiplicity=2
O -2.51345 1.84038 0.48897
O 2.16498 -1.21488 -0.90911
N -0.04240 0.66502 -0.61158
C 1.31698 -1.62959 0.03594
C 0.21556 -0.58103 0.25889
C 0.54987 1.75954 0.08421
C -1.13284 -1.25816 0.37582
H 1.93431 -1.69386 0.94454
H -1.48672 1.74648 0.45459
H -1.13652 0.69034 -0.82049
H -2.51981 2.77496 0.50589
H -1.85582 -0.60723 0.77743
H 1.33372 1.34442 0.73785
H 0.83440 -2.55892 0.01588
H -1.07079 -2.05872 1.18949
H -1.51094 -1.73683 -0.54322
H 0.40028 -0.28512 1.19858
H 0.74118 2.67324 -0.57539
H -0.14972 2.17890 0.81324
H 1.87358 -1.87146 -1.58543

#R
20
Properties=species:S:1:pos:R:3 method="wB97M-V/def2-TZVPD" s_squared=0.75 homo_lumo_gap_ev="11.62 / 6.62" charge=+1 molar_mass_g_mol=107.2 multiplicity=2
O -0.34404 -0.30613 -2.57565
O 1.93337 1.99617 0.28079
N -0.36601 0.23840 1.10339
C -0.81560 0.01563 -0.30702
C -1.78001 -1.11383 -0.32131
C 0.29283 -0.21689 -1.32058
C 0.93680 -0.27358 1.68361
H 1.37931 0.46583 2.31083
H -1.37830 0.88450 -0.56335
H -2.23815 -1.32340 -1.35066
H -1.12060 0.08936 1.76303
H -2.64654 -0.93858 0.40263
H 1.54182 -0.67747 0.84442
H 0.74133 -1.17781 2.35208
H -1.23042 -1.96366 -0.07370
H 0.95694 0.64387 -1.27226
H 0.98707 -1.05985 -1.11967
H 1.20762 1.46385 0.79011
H 1.89009 2.93220 0.54709
H 0.05250 0.32137 -3.17379

Relative energy table, unit kJ/mol: #P 0.0; #Q 275.6; #R 109.8

#P
7
Properties=species:S:1:pos:R:3 method="wB97M-V/def2-TZVPD" homo_lumo_gap_ev=9.67 charge=+1 molar_mass_g_mol=90.0
F 1.09482 -1.88970 -0.27826
N -0.55354 1.42577 -1.65786
N -0.65856 0.92218 0.61889
N -0.70703 1.24356 -0.58792
N 0.14594 -0.20501 0.67852
N 0.41068 -0.71946 -0.40290
H 0.26769 -0.77734 1.62952

#Q
7
Properties=species:S:1:pos:R:3 method="wB97M-V/def2-TZVPD" smiles=F[n+]1nnn[nH]1 homo_lumo_gap_ev=11.58 charge=+1 molar_mass_g_mol=90.0
F 1.45424 1.87736 0.00018
N 1.49805 0.58151 0.00020
N 0.38230 -0.20048 -0.00005
N 2.09172 -1.38693 0.00000
N 0.81110 -1.41215 0.00046
N 2.52374 -0.17726 -0.00040
H -0.60297 0.08716 -0.00002

Relative energy table, unit kJ/mol: #P 45.9; #Q 0.0

#P
14
Properties=species:S:1:pos:R:3 method="wB97M-V/def2-TZVPD" smiles=N[C@@]1(N[NH3+])CO1 homo_lumo_gap_ev=11.19 charge=+1 molar_mass_g_mol=90.1
O -1.80378 0.63263 -0.29626
N 1.43225 -0.11583 -0.92413
N 0.31289 0.73465 1.05840
N 0.11082 -0.62895 -0.98864
C -0.70644 0.06105 0.31905
C -2.09360 -0.41160 0.58330
H 0.14376 1.72306 0.95371
H -2.52950 -0.35564 1.54047
H 2.02264 -0.88252 -0.78779
H 1.38497 0.37311 0.10417
H 2.03297 0.36619 -1.74286
H -0.39202 -0.27543 -1.81441
H 0.57769 0.53744 1.97462
H -2.23124 -1.31288 0.04677

#Q
14
Properties=species:S:1:pos:R:3 method="wB97M-V/def2-TZVPD" homo_lumo_gap_ev=9.11 charge=+1 molar_mass_g_mol=90.1
O -2.68462 -0.45735 -0.24374
N -3.05657 0.19791 0.68634
N 0.37622 -0.87698 1.39256
N 0.00224 -0.61461 0.08654
C 0.67058 0.00701 -0.86948
C 1.90664 0.83351 -0.76650
H 0.08329 -1.78631 1.68712
H 0.98536 -0.19361 1.89770
H 1.54684 1.88617 -0.79329
H 2.44963 0.49758 0.05566
H -3.87148 0.86908 0.55920
H 2.36937 0.63502 -1.72047
H 0.14032 0.09561 -1.77286
H -0.91781 -1.09303 -0.19878

#R
14
Properties=species:S:1:pos:R:3 method="wB97M-V/def2-TZVPD" homo_lumo_gap_ev=9.99 charge=+1 molar_mass_g_mol=90.1
O -2.18310 0.09390 0.18614
N 1.80866 -1.49009 0.23325
N 0.20115 1.70761 -0.14469
N 1.34389 0.76012 -0.04416
C 0.91716 -0.50097 0.27370
C -2.56288 -0.98552 0.00888
H -0.01686 2.16318 -1.04509
H 0.21254 2.45123 0.57490
H -0.64284 1.17896 0.35238
H 1.99828 1.19329 -0.70820
H 2.68912 -1.21691 -0.11395
H 1.62561 -2.37614 0.63534
H -1.88242 -1.64796 -0.45239
H -3.50831 -1.33068 0.24391

#S
14
Properties=species:S:1:pos:R:3 method="wB97M-V/def2-TZVPD" smiles="C/[NH+]=C(/N)ON" homo_lumo_gap_ev=11.19 charge=+1 molar_mass_g_mol=90.1
O 0.21072 -1.16862 -0.99201
N -0.27412 0.23722 0.96456
N 0.83581 -0.27605 -1.90376
N -0.62250 -2.05977 0.81622
C -0.20476 -0.92882 0.28244
C -0.33242 1.47549 0.30692
H -0.35141 -2.88751 0.37368
H -0.43137 0.29205 1.95355
H 1.62864 -0.75402 -2.40950
H -1.33374 -1.87770 1.61011
H -1.36767 1.82472 0.14478
H 0.27231 1.55563 -0.63426
H 0.15110 0.20587 -2.47816
H -0.02600 2.25163 1.04953

Relative energy table, unit kJ/mol: #P 150.7; #Q 230.8; #R 157.3; #S 0.0